Record 1
# C3H7FNO2

A 2-piece molecular cluster, C3H7FNO2 overall in a non-equilibrium geometry (the ωB97M-V functional and the def2-TZVPD basis, OMol25).

```
14
Properties=species:S:1:pos:R:3
F -3.388 -0.224 -0.216
O -1.487 -0.140 -1.262
O 0.633 -0.077 1.191
N 1.415 -0.707 -1.064
C 0.443 0.359 2.372
C 1.183 0.303 0.111
C -2.636 0.202 -1.206
H -3.096 0.888 -1.857
H -0.081 -0.304 3.061
H 0.491 -0.810 -1.299
H 0.851 1.321 2.714
H 1.861 -1.577 -0.735
H 1.951 1.058 0.029
H 1.860 -0.291 -1.839
```

Summary:
Net charge   +1
HOMO (spin up / spin down)   -12.31 / -12.63 eV



Record 2
# C3H7FOS

A 2-piece molecular cluster, C3H7FOS overall in a non-equilibrium geometry (the ωB97M-V functional and the def2-TZVPD basis, OMol25).

```
13
Properties=species:S:1:pos:R:3
S -0.512 1.067 0.889
F 2.030 -0.955 -2.627
O 0.475 -3.177 -1.877
C -0.729 1.468 2.697
C 0.152 -2.051 -1.667
C 0.836 -0.747 -2.027
H -0.289 2.263 0.467
H -1.208 0.705 3.251
H 0.212 1.524 3.239
H -1.469 2.269 2.764
H 0.882 -0.254 -1.071
H -0.737 -1.786 -1.181
H 0.356 -0.327 -2.856
```

Summary:
SMILES string   O=CCF.CS
HOMO   -9.67 eV



Record 3
# C3H7FS

A 2-piece molecular cluster, C3H7FS overall in a non-equilibrium geometry (the ωB97M-V functional and the def2-TZVPD basis, OMol25).

```
12
Properties=species:S:1:pos:R:3
S -1.282 -0.987 -1.456
F -1.196 1.482 -1.844
C 1.062 0.662 -1.680
C -0.359 0.472 -1.339
C -0.613 1.285 1.410
H 1.464 1.548 -1.040
H -0.619 2.270 0.985
H 1.688 -0.232 -1.513
H 0.348 0.871 1.604
H -1.555 0.824 1.623
H -0.493 -1.844 -0.784
H 1.367 0.940 -2.712
```

Summary:
HOMO (spin up / spin down)   -8.50 / -7.63 eV



Record 4
# C3H7FS3

A 2-piece molecular cluster, C3H7FS3 overall in a non-equilibrium geometry (the ωB97M-V functional and the def2-TZVPD basis, OMol25).

```
14
Properties=species:S:1:pos:R:3
S 1.071 2.270 -0.368
S 1.174 -0.457 -1.725
S -1.415 0.975 -1.410
F 1.171 -0.310 1.643
C 0.237 0.734 -0.759
C -0.669 -1.576 0.785
C -0.068 -0.257 1.118
H 0.049 -2.177 0.229
H -0.667 0.482 1.645
H -1.561 -1.423 0.185
H -0.939 -2.114 1.695
H 1.326 0.332 -2.794
H 2.104 1.684 0.230
H -1.814 1.837 -0.475
```

Summary:
HOMO   -8.35 eV



Record 5
# C3H7FeO3

C3H7FeO3 as an isolated structure in a non-equilibrium geometry (the ωB97M-V functional and the def2-TZVPD basis, OMol25).

```
14
Properties=species:S:1:pos:R:3
Fe 1.630 -0.838 -0.659
O 3.369 -0.262 -1.071
O 0.194 0.528 -0.294
O 0.378 -2.136 -0.121
C -0.906 -1.612 -0.246
C 0.444 1.797 0.293
C -0.934 -0.169 0.247
H -1.311 -1.644 -1.278
H -0.849 -0.169 1.348
H -1.856 0.360 -0.034
H 1.372 1.692 0.927
H -0.352 2.055 1.008
H -1.637 -2.176 0.364
H 0.457 2.573 -0.485
```

Summary:
2S+1   6
HOMO (spin up / spin down)   -9.57 / -9.07 eV



Record 6
# C3H7IN2

One molecule with the formula C3H7IN2 in a non-equilibrium geometry (the ωB97M-V functional and the def2-TZVPD basis, OMol25).

```
13
Properties=species:S:1:pos:R:3
I -3.208 -0.127 0.216
N -0.710 -1.356 -0.422
N -1.481 -0.446 -1.053
C -0.652 0.809 -1.015
C 0.193 -0.780 0.634
C 0.111 0.711 0.302
H 0.150 0.702 -1.747
H -1.302 -2.223 -0.222
H 1.125 1.283 0.320
H -0.161 -1.051 1.632
H 1.190 -1.427 0.606
H -1.120 1.825 -1.087
H -0.530 1.104 1.087
```

Summary:
SMILES string   IN1CCCN1
HOMO (spin up / spin down)   -8.16 / -8.16 eV



Record 7
# C3H7IN3

A 2-piece molecular cluster, C3H7IN3 overall in a non-equilibrium geometry (the ωB97M-V functional and the def2-TZVPD basis, OMol25).

```
14
Properties=species:S:1:pos:R:3
I 0.919 -2.435 -1.686
N -0.939 -0.977 1.188
N -0.912 0.841 -0.397
N -0.312 1.900 -0.757
C 0.977 2.155 -0.191
C -0.912 -0.054 0.426
C -1.264 -2.109 1.673
H -2.014 -2.828 1.233
H 1.271 3.103 -0.434
H 0.801 2.139 0.992
H 1.759 1.374 -0.406
H 1.804 -3.315 -2.648
H -0.574 2.534 -1.493
H -0.605 -2.328 2.500
```

Summary:
Net charge   +1
HOMO   -13.25 eV



Record 8
# C3H7IN4

C3H7IN4 as an isolated structure in a non-equilibrium geometry (the ωB97M-V functional and the def2-TZVPD basis, OMol25).

```
15
Properties=species:S:1:pos:R:3
I -1.848 0.896 2.085
N -1.297 -2.239 1.790
N 0.100 0.056 -0.296
N 1.287 0.086 0.344
N -0.669 -1.763 0.859
C -0.909 -0.475 0.439
C -0.221 0.936 -1.363
C 2.216 0.898 0.021
H -1.345 0.789 -1.713
H 2.266 1.598 -0.859
H -1.003 -3.256 2.075
H 3.249 0.646 0.427
H -1.980 -0.684 -0.505
H 0.228 0.547 -2.300
H -0.073 1.963 -1.004
```

Summary:
HOMO   -8.78 eV



In eV, the calculated total energy values for the records above are, in order, -11516.04597 -18822.97081 -16773.21991 -38445.88066 -43750.56595 -14303.02878 -15784.52251 -17280.41726.
In kcal/mol, the ΔE to the lowest compared entry with this formula, charge and spin values for the records above are, in order, 61.1 42.2 86.8 27.1 0.0 53.1 86.9 28.1.